# C5H9BrN3O

A cluster of 2 separate species, C5H9BrN3O in total in a non-equilibrium geometry (ωB97M-V/def2-TZVPD, the OMol25 dataset).

```
19
Properties=species:S:1:pos:R:3:nbo_charge:R:1
C -0.358 1.438 -0.087 -0.22
C -1.350 0.605 0.052 -0.32
C -1.332 -1.983 -0.055 0.66
C 2.157 1.571 -0.135 0.80
C -2.672 -2.030 -0.486 -0.78
N 0.991 0.983 -0.134 -0.52
N 2.367 2.916 -0.110 -0.78
N -0.190 -2.206 0.296 -0.62
O 3.355 0.890 -0.190 -0.67
Br -3.026 1.346 0.017 0.09
H -0.405 2.488 -0.112 0.19
H -3.063 -2.967 -0.600 0.27
H -2.658 -1.490 -1.489 0.31
H -3.318 -1.469 0.315 0.32
H 1.700 3.655 0.252 0.45
H 3.340 3.069 -0.030 0.43
H 1.118 -0.023 0.010 0.43
H 0.134 -3.178 0.383 0.43
H 3.401 -0.153 -0.119 0.54
```

LUMO level (spin up / spin down)	-3.77 / -3.77	eV
net charge	+1
ΔE to the lowest compared entry with this formula, charge and spin	330.7	kJ/mol
2S+1	1
frontier orbital gap (spin up / spin down)	7.79 / 7.79	eV

=====

# C4H5ClO

The molecule C4H5ClO in a non-equilibrium geometry (ωB97M-V/def2-TZVPD, the OMol25 dataset).

```
11
Properties=species:S:1:pos:R:3:nbo_charge:R:1
C 0.956 1.101 1.017 -0.65
C 0.470 -0.081 0.210 -0.11
C -0.696 -0.225 -0.341 -0.15
C -0.948 -1.412 -1.200 0.40
H 0.429 1.138 1.940 0.23
H 0.760 2.025 0.480 0.23
H 1.997 1.057 1.204 0.22
H 1.036 -0.964 0.018 0.24
H -1.776 -1.241 -1.918 0.13
O -0.227 -2.371 -1.145 -0.51
Cl -2.002 0.973 -0.264 -0.04
```

LUMO level	0.16	eV
ΔE to the lowest compared entry with this formula, charge and spin	20.1	kJ/mol
2S+1	1
frontier orbital gap	10.13	eV

=====

# C34H41N6O2

A cluster of 5 separate species, C34H41N6O2 in total in a non-equilibrium geometry (ωB97M-V/def2-TZVPD, the OMol25 dataset).

```
83
Properties=species:S:1:pos:R:3:lowdin_spin:R:1
C 1.325 1.551 4.806 0.00
C 1.172 0.087 4.193 0.03
C 0.046 -0.605 5.045 0.02
C 0.671 0.287 2.731 0.00
C 0.773 -0.964 1.791 0.00
O -0.224 -1.979 2.062 0.00
C 0.523 -0.471 0.318 0.00
C 1.525 -0.200 -0.675 0.00
C 1.163 0.207 -1.968 0.00
N -0.048 0.444 -2.493 0.00
C -0.957 0.221 -1.532 0.00
C -0.800 -0.229 -0.182 0.00
C 2.213 -1.599 1.990 0.00
C 2.670 -1.753 3.474 0.03
C 2.049 -3.057 4.087 0.02
C 4.229 -2.028 3.414 0.00
N 2.503 -0.540 4.308 0.35
O 2.837 -0.791 5.527 0.54
H 0.578 1.762 5.594 0.00
H 1.283 2.322 4.002 0.00
H 2.325 1.652 5.276 0.00
H -0.734 0.167 5.239 0.00
H 0.388 -0.957 6.036 0.00
H -0.473 -1.419 4.498 0.00
H -0.374 0.669 2.748 0.00
H 1.307 1.080 2.276 0.00
H -1.038 -1.562 2.387 0.00
H 2.590 -0.314 -0.422 0.00
H 2.002 0.360 -2.679 0.00
H -1.999 0.421 -1.857 0.00
H -1.676 -0.392 0.466 0.00
H 2.936 -0.930 1.466 0.00
H 2.322 -2.611 1.507 0.00
H 0.951 -3.031 4.193 0.00
H 2.268 -3.868 3.351 0.00
H 2.575 -3.366 5.016 0.00
H 4.419 -2.790 2.633 0.00
H 4.740 -1.067 3.180 0.00
H 4.582 -2.381 4.404 0.00
N -0.405 4.086 -0.265 0.00
C -1.059 5.146 0.221 0.00
C -2.260 5.613 -0.290 0.00
C -2.816 4.946 -1.371 0.00
C -2.156 3.845 -1.893 0.00
C -0.961 3.457 -1.306 0.00
H -0.584 5.637 1.063 0.00
H -2.746 6.475 0.146 0.00
H -3.753 5.280 -1.800 0.00
H -2.558 3.299 -2.736 0.00
H -0.411 2.605 -1.676 0.00
N 1.058 4.088 -6.019 0.00
C 1.428 5.209 -6.644 0.00
C 1.427 6.461 -6.049 0.00
C 1.014 6.559 -4.730 0.00
C 0.623 5.411 -4.062 0.00
C 0.665 4.206 -4.748 0.00
H 1.741 5.082 -7.675 0.00
H 1.741 7.335 -6.604 0.00
H 0.997 7.520 -4.229 0.00
H 0.293 5.447 -3.031 0.00
H 0.372 3.279 -4.265 0.00
N -4.222 -1.744 0.112 0.00
C -4.401 -0.872 -0.884 0.00
C -5.251 -1.093 -1.956 0.00
C -5.953 -2.287 -2.002 0.00
C -5.781 -3.206 -0.980 0.00
C -4.910 -2.887 0.049 0.00
H -3.822 0.041 -0.800 0.00
H -5.359 -0.351 -2.736 0.00
H -6.626 -2.498 -2.824 0.00
H -6.311 -4.149 -0.980 0.00
H -4.745 -3.573 0.873 0.00
N 2.724 -6.063 -0.807 0.00
C 2.236 -6.590 -1.932 0.00
C 1.072 -6.154 -2.544 0.00
C 0.371 -5.115 -1.955 0.00
C 0.857 -4.555 -0.784 0.00
C 2.030 -5.063 -0.258 0.00
H 2.819 -7.402 -2.354 0.00
H 0.724 -6.616 -3.459 0.00
H -0.543 -4.744 -2.402 0.00
H 0.350 -3.739 -0.283 0.00
H 2.451 -4.654 0.655 0.00
```

expectation value of S²	0.754
LUMO level (spin up / spin down)	0.48 / -0.06	eV
2S+1	2
frontier orbital gap (spin up / spin down)	9.31 / 9.47	eV

=====

Q: What is the formula in the first record?
A: C5H9BrN3O